DFT (ωB97M-V/def2-TZVPD) results for 2 unconnected molecules or ions with the total composition C3H7N2O at a distorted geometry.

Calculated values
* energy relative to the best compared isomer or geometry (same formula, charge and spin): 102.9 kcal per mole
* Kohn-Sham gap: 9.4551 eV
* lowest unoccupied orbital energy: -0.192 hartree
* total charge: +1

Element x y z (Å)
C  -2.601  -0.252  0.472
C  2.235  0.273  -1.077
C  1.302  -0.022  0.015
N  -1.432  0.082  0.863
N  2.481  0.305  0.354
O  -2.962  -0.580  -0.728
H  -3.499  -0.374  1.288
H  2.751  -0.596  -1.538
H  2.193  1.320  -1.449
H  0.187  -0.217  0.168
H  -1.540  0.235  1.859
H  3.151  0.071  1.070
H  -2.267  -0.245  -1.297


DFT (ωB97M-V/def2-TZVPD) results for a molecular structure, C40H34NO7P2Ti at a distorted geometry.

Calculated values
* Kohn-Sham gap (spin up / spin down): 3.7413 / 3.7468 eV
* lowest unoccupied orbital energy (spin up / spin down): -0.232 / -0.232 hartree
* total charge: +1

Element x y z (Å)
Ti  -12.498  -8.745  12.710
O  -10.801  -12.198  12.641
C  -10.783  -11.012  13.013
O  -11.922  -10.343  13.232
C  -9.499  -10.251  13.383
C  -9.858  -9.683  14.787
C  -8.497  -9.421  15.505
C  -7.991  -8.161  14.653
C  -9.164  -7.969  13.664
O  -10.350  -8.385  14.444
C  -9.208  -8.977  12.514
C  -10.185  -8.749  11.255
O  -10.000  -9.296  10.183
O  -11.271  -8.063  11.533
H  -8.554  -10.874  13.370
H  -10.616  -10.180  15.453
H  -7.774  -10.285  15.334
H  -8.662  -9.235  16.556
H  -7.074  -8.333  14.094
H  -7.802  -7.316  15.332
H  -9.200  -6.885  13.290
H  -8.182  -9.026  12.045
C  -13.313  -8.275  9.267
P  -14.061  -7.016  8.154
C  -12.588  -6.201  7.497
C  -11.545  -5.709  8.299
C  -10.389  -5.230  7.711
C  -10.289  -5.031  6.318
C  -11.350  -5.449  5.510
C  -12.515  -5.989  6.121
C  -14.738  -8.017  6.695
C  -13.825  -8.603  5.762
C  -14.268  -9.435  4.758
C  -15.633  -9.617  4.507
C  -16.510  -8.950  5.411
C  -16.116  -8.205  6.511
C  -14.289  -8.945  10.299
C  -15.559  -9.491  9.915
C  -15.900  -10.316  10.994
C  -14.961  -10.202  11.993
C  -14.793  -11.109  13.203
P  -16.175  -10.674  14.499
C  -15.378  -11.248  16.042
C  -15.548  -10.461  17.225
C  -14.954  -10.914  18.403
C  -14.452  -12.225  18.449
C  -14.386  -12.986  17.311
C  -14.795  -12.489  16.062
C  -17.393  -12.043  14.454
C  -17.539  -12.957  13.362
C  -18.307  -14.111  13.581
C  -18.969  -14.388  14.803
C  -18.968  -13.312  15.772
C  -18.170  -12.205  15.625
N  -13.968  -9.325  11.546
H  -12.536  -7.708  9.887
H  -12.783  -9.096  8.710
H  -11.754  -5.642  9.375
H  -9.510  -4.926  8.346
H  -9.393  -4.569  5.856
H  -11.309  -5.433  4.449
H  -13.377  -6.184  5.462
H  -12.739  -8.526  5.937
H  -13.529  -9.948  4.164
H  -15.988  -10.121  3.601
H  -17.586  -8.977  5.248
H  -16.869  -7.772  7.239
H  -16.172  -9.205  9.031
H  -16.802  -10.887  11.016
H  -13.750  -11.024  13.606
H  -14.969  -12.219  13.034
H  -16.095  -9.530  17.166
H  -14.776  -10.255  19.310
H  -14.086  -12.553  19.412
H  -13.988  -14.014  17.330
H  -14.893  -13.098  15.103
H  -17.159  -12.726  12.368
H  -18.370  -14.862  12.808
H  -19.487  -15.332  14.936
H  -19.452  -13.399  16.709
H  -18.085  -11.520  16.493
O  -13.365  -6.888  14.964
C  -13.088  -7.604  14.114
O  -11.238  -12.196  7.867
C  -12.327  -12.234  7.571


DFT (ωB97M-V/def2-TZVPD) results for a gas-phase ion, C8H12N4O (charge +2) at a distorted geometry.

Calculated values
* energy relative to the best compared isomer or geometry (same formula, charge and spin): 79.7 kcal per mole
* Kohn-Sham gap (spin up / spin down): 7.0055 / 7.0064 eV
* lowest unoccupied orbital energy (spin up / spin down): -0.329 / -0.329 hartree
* total charge: +2

Element x y z (Å)
C  1.885  -1.467  -0.228
C  2.860  -0.500  -0.277
C  0.834  0.421  -0.112
C  -0.974  1.274  -0.594
C  5.093  0.270  -0.155
C  -0.622  -1.491  -0.122
C  -1.648  -0.628  0.714
C  -3.213  1.004  -0.138
N  4.153  -0.565  -0.319
N  0.681  -0.880  -0.116
N  2.083  0.751  -0.290
N  -1.865  0.582  -0.046
O  4.972  1.459  0.379
H  2.027  -2.460  -0.394
H  -1.037  2.276  -0.971
H  6.039  -0.246  -0.401
H  -0.669  -2.536  0.441
H  -1.031  -1.479  -1.166
H  -2.608  -1.133  0.575
H  -1.280  -0.279  1.669
H  -3.725  0.949  -1.097
H  -3.552  2.058  0.203
H  -3.870  0.363  0.467
H  2.393  1.655  -0.308
H  5.741  2.014  0.597


DFT (ωB97M-V/def2-TZVPD) results for a single C4H11NOS molecule at a distorted geometry.

Calculated values
* structure (SMILES): N[C@@H](CO)CCS
* energy relative to the best compared isomer or geometry (same formula, charge and spin): 56.3 kcal per mole
* Kohn-Sham gap: 9.8586 eV
* lowest unoccupied orbital energy: 0.025 hartree

Element x y z (Å)
N  -1.085  0.676  -1.665
C  -0.534  -0.026  -0.462
C  -0.548  -1.486  -0.775
O  -1.929  -1.865  -0.845
C  1.014  0.245  -0.199
C  1.186  0.929  1.196
S  0.206  0.336  2.724
H  -0.424  0.378  -2.404
H  -0.955  1.644  -1.490
H  -1.060  0.273  0.454
H  -0.036  -2.083  -0.084
H  -0.032  -1.749  -1.785
H  -2.450  -1.602  -0.053
H  1.522  -0.619  -0.077
H  1.408  1.018  -0.941
H  0.755  1.916  1.083
H  2.179  1.061  1.499
H  0.785  0.955  3.823


- Number 2 is which compound?
  C40H34NO7P2Ti